No. 1
C42H52BaClN5OP2S3 | wB97M-V/def2-TZVPD

## Properties
Orbital gap (alpha / beta) (eV): 5.7 / 5.7
Net charge: -1
Spin multiplicity: 2

Geometry as XYZ:
```
107
Properties=species:S:1:pos:R:3:lowdin_spin:R:1
Ba 0.315 -1.114 -0.617 0.024
C 0.157 -3.145 2.200 0.000
N -0.113 -3.659 0.855 0.001
C 0.959 -4.588 0.465 0.000
C 1.098 -4.726 -1.036 0.000
N 1.827 -3.600 -1.645 0.000
C 1.527 -3.572 -3.077 0.001
C 3.257 -3.661 -1.387 0.000
C 4.005 -4.628 -2.062 0.000
C 5.376 -4.737 -1.915 0.000
C 6.022 -3.855 -1.057 0.000
C 5.291 -2.908 -0.368 0.000
C 3.894 -2.775 -0.494 0.000
S 3.093 -1.548 0.475 0.003
C -1.439 -4.242 0.739 0.000
C -1.859 -5.115 1.744 0.000
C -3.121 -5.683 1.756 0.000
C -3.992 -5.375 0.717 0.000
C -3.582 -4.533 -0.297 0.000
C -2.303 -3.941 -0.337 0.000
S -1.924 -2.914 -1.705 0.000
H 0.299 -3.938 2.949 0.000
H -0.671 -2.512 2.510 0.000
H 1.067 -2.544 2.170 0.000
H 0.779 -5.580 0.909 0.000
H 1.894 -4.205 0.880 0.000
H 0.103 -4.753 -1.487 0.000
H 1.605 -5.674 -1.274 0.000
H 1.702 -4.538 -3.573 0.000
H 2.151 -2.830 -3.574 0.001
H 0.473 -3.318 -3.208 0.000
H 3.492 -5.312 -2.726 0.000
H 5.928 -5.493 -2.459 0.000
H 7.096 -3.907 -0.921 0.000
H 5.790 -2.226 0.309 0.000
H -1.172 -5.349 2.548 0.000
H -3.417 -6.348 2.558 0.000
H -4.992 -5.794 0.695 0.000
H -4.256 -4.296 -1.111 0.000
C -1.953 -0.315 3.539 0.000
P -2.259 0.343 1.883 0.000
C -2.021 2.155 2.159 0.000
N -2.323 2.555 3.363 0.000
C -2.164 3.873 3.670 0.000
C -2.462 4.335 4.970 0.000
C -2.295 5.657 5.274 0.000
C -1.828 6.564 4.297 0.000
C -1.537 6.134 3.033 0.000
C -1.703 4.771 2.701 0.000
N -1.420 4.344 1.438 0.000
C -1.554 3.080 1.147 0.000
P -1.193 2.577 -0.623 0.000
C -2.454 3.701 -1.376 0.000
C 0.393 3.517 -1.010 0.001
C 1.450 3.085 0.010 0.000
C 0.789 2.987 -2.392 0.009
C 0.332 5.042 -1.099 0.001
C -4.030 0.035 1.486 0.000
C -4.198 0.155 -0.034 0.000
C -4.949 1.027 2.201 0.000
C -4.386 -1.399 1.904 0.000
H -2.551 0.193 4.292 0.000
H -0.894 -0.167 3.746 0.000
H -2.181 -1.379 3.530 0.000
H -2.814 3.615 5.698 0.000
H -2.518 6.017 6.271 0.000
H -1.701 7.607 4.557 0.000
H -1.177 6.806 2.264 0.000
H -2.406 4.715 -0.977 0.000
H -3.452 3.296 -1.195 0.000
H -2.305 3.730 -2.457 0.000
H 1.458 2.001 0.153 0.000
H 1.268 3.541 0.985 0.000
H 2.441 3.401 -0.333 0.000
H 0.917 1.904 -2.379 0.007
H 1.735 3.438 -2.708 0.000
H 0.035 3.222 -3.149 0.000
H -0.017 5.493 -0.174 0.000
H -0.319 5.369 -1.913 0.000
H 1.337 5.421 -1.317 0.000
H -3.834 1.113 -0.411 0.000
H -5.262 0.069 -0.277 0.000
H -3.646 -0.631 -0.554 0.000
H -4.796 2.049 1.849 0.000
H -4.801 1.021 3.283 0.000
H -5.989 0.755 1.998 0.000
H -3.673 -2.126 1.507 0.000
H -5.369 -1.649 1.496 0.000
H -4.438 -1.508 2.989 0.000
O -0.079 0.277 1.228 0.000
N -1.379 -0.225 0.711 0.001
Cl 5.866 5.098 -3.844 0.001
C 5.053 3.578 -3.573 0.003
C 4.480 2.917 -4.647 0.000
C 3.828 1.715 -4.427 0.003
C 3.744 1.178 -3.147 0.005
C 3.017 -0.121 -2.868 0.080
C 4.332 1.856 -2.086 0.003
C 4.992 3.059 -2.293 0.000
H 4.543 3.343 -5.639 0.000
H 3.364 1.198 -5.258 0.004
H 3.090 -0.348 -1.797 0.010
H 3.496 -0.961 -3.389 0.011
H 4.266 1.438 -1.088 0.000
H 5.445 3.591 -1.468 0.000
S 0.702 -0.117 -4.574 0.333
C 1.601 -0.074 -3.307 0.497
```

***

No. 2
C3H10OSi2 | wB97M-V/def2-TZVPD

## Properties
Orbital gap (eV): 10.3
Net charge: 0
Spin multiplicity: 1

Geometry as XYZ:
```
16
Properties=species:S:1:pos:R:3:nbo_charge:R:1
C 2.124 1.481 -0.136 -0.360
C 1.686 0.236 -0.192 -0.657
C -0.338 0.003 1.873 -1.098
O 0.303 -2.459 -0.035 -1.047
Si -2.092 -0.104 -1.268 0.398
Si -0.089 -0.394 0.031 1.345
H 3.181 1.876 -0.224 0.210
H 1.384 2.219 0.051 0.178
H 2.466 -0.624 -0.380 0.225
H -1.154 -0.594 2.211 0.239
H 0.436 -0.367 2.452 0.242
H -0.372 1.027 2.038 0.232
H 1.268 -2.476 0.275 0.455
H -1.978 1.050 -2.018 -0.144
H -1.969 -0.939 -2.475 -0.112
H -3.339 -0.295 -0.523 -0.107
```

***

No. 3
C7H11NO2 | wB97M-V/def2-TZVPD

## Properties
Orbital gap (alpha / beta) (eV): 6.6 / 9.1
Net charge: 0
Spin multiplicity: 1

Geometry as XYZ:
```
21
Properties=species:S:1:pos:R:3:nbo_charge:R:1
C 3.064 1.122 -0.110 0.379
C 1.858 -0.905 -0.089 0.858
C 4.264 1.302 0.363 -0.571
C -0.344 -0.083 -0.516 -0.002
C -2.221 -1.031 0.849 -0.599
C -2.540 1.055 -0.519 -0.593
C -1.820 -0.289 -0.435 -0.281
N 0.509 -1.092 -0.304 -0.593
O 2.715 -1.758 -0.180 -0.591
O 2.006 0.412 0.156 -0.517
H 4.936 2.011 -0.088 0.226
H 4.645 0.775 1.234 0.217
H 0.051 0.895 -0.711 0.205
H -1.791 -2.029 0.886 0.196
H -3.303 -1.128 0.897 0.213
H -1.885 -0.478 1.723 0.209
H -2.267 1.682 0.326 0.207
H -3.617 0.910 -0.502 0.210
H -2.280 1.576 -1.435 0.212
H -2.141 -0.908 -1.288 0.197
H 0.160 -2.041 -0.257 0.417
```

***

No. 4
C6H12N2O4 | wB97M-V/def2-TZVPD

## Properties
Orbital gap (eV): 10.4
Net charge: 0
Spin multiplicity: 1

Geometry as XYZ:
```
24
Properties=species:S:1:pos:R:3:nbo_charge:R:1
C 2.547 -0.075 0.442 -0.137
C 1.386 0.858 -0.053 0.319
C 0.333 0.265 -0.975 0.000
C -0.444 -0.913 -0.356 0.069
C -1.389 -0.484 0.780 -0.003
C -2.603 0.159 0.219 0.141
H 2.293 -1.690 -0.532 0.486
H 2.195 -0.629 1.359 0.205
H 3.407 0.540 0.690 0.192
H 1.928 2.356 1.017 0.358
H 0.812 -0.102 -1.929 0.210
H -0.168 2.182 -1.104 0.507
H -1.051 -1.284 -1.181 0.210
H 0.061 -2.797 -0.225 0.490
H -1.625 -1.377 1.340 0.211
H -0.608 1.233 1.364 0.484
H -2.764 1.217 0.474 0.163
H -4.135 0.170 -0.962 0.345
N 1.252 2.093 0.267 -0.707
N -3.353 -0.435 -0.617 -0.637
O 2.938 -1.005 -0.532 -0.716
O -0.565 1.310 -1.341 -0.735
O 0.401 -1.964 0.127 -0.743
O -0.849 0.370 1.729 -0.713
```

***

We obtain energy relative to the best compared isomer or geometry (same formula, charge and spin) values of 0.0 204.7 483.3 242.2 kJ/mol for the records listed above, in that order.